#one
31
Properties=species:S:1:pos:R:3 method="wB97M-V/def2-TZVPD" homo_lumo_gap_ev=10.7 smiles="[H]/N=C(/C)CC(=O)OCC#C.CCCC#N" mol_weight_g_mol=208.26
O 2.662 -0.833 -1.486
O 2.032 0.508 0.207
N 4.477 2.821 -2.866
N -2.924 -3.148 2.816
C 3.882 1.186 -1.149
C 2.825 0.162 -0.846
C -4.845 -1.615 1.932
C 1.827 -0.514 1.194
C -3.265 0.342 1.525
C 0.783 -1.480 0.855
C -3.770 -2.477 2.423
C -0.118 -2.221 0.589
C 3.638 1.975 -2.435
C -4.319 -0.582 0.927
C 2.362 1.765 -3.190
H -5.300 -1.118 2.790
H 2.766 -1.030 1.402
H 4.850 0.692 -1.224
H 2.168 2.658 -3.780
H 1.512 1.580 -2.535
H -2.384 -0.217 1.843
H -3.660 0.880 2.390
H -2.941 1.079 0.791
H -0.889 -2.920 0.377
H 5.298 2.862 -2.260
H -5.604 -2.248 1.473
H 2.450 0.922 -3.877
H -5.165 0.005 0.567
H 1.520 0.010 2.098
H -3.901 -1.102 0.063
H 3.945 1.910 -0.337

=====

#two
31
Properties=species:S:1:pos:R:3 method="wB97M-V/def2-TZVPD" homo_lumo_gap_ev=9.3 smiles=COc1ccncc1OC[C@@H]1CCCN1 mol_weight_g_mol=208.26
O -2.032 1.769 0.468
O 0.042 -0.672 0.012
N -3.339 -2.056 -0.384
N 2.700 -1.249 0.777
C -3.661 0.251 0.263
C -1.403 -0.536 -0.066
C -4.067 -1.099 0.106
C -2.018 -1.845 -0.342
C 1.939 0.025 1.165
C -1.260 2.400 -0.622
C 0.448 -0.333 1.389
C -2.335 0.511 0.207
C 2.596 0.203 -1.199
C 2.967 -1.231 -0.693
C 2.287 0.968 0.124
H 2.286 -1.975 -1.028
H 2.162 -2.012 0.952
H 3.304 1.435 0.263
H -1.041 3.416 -0.093
H 3.451 0.514 -1.677
H -0.289 1.769 -0.665
H -1.426 -2.630 -0.720
H 1.486 1.727 0.095
H -1.801 2.342 -1.567
H 2.310 0.219 2.111
H -5.139 -1.393 0.211
H 4.045 -1.332 -0.965
H 0.025 0.741 1.644
H 1.770 0.194 -2.067
H 0.314 -1.180 2.112
H -4.321 1.060 0.190

=====

Which structure is the most stable? The one labeled #one.

=====

#one
10
Properties=species:S:1:pos:R:3 method="wB97M-V/def2-TZVPD" homo_lumo_gap_ev=9.7 smiles="FC(F)I.C=C=O" mol_weight_g_mol=219.96
I -2.479 0.031 -0.301
F -0.074 1.651 -0.503
F -0.718 1.397 1.525
O -0.164 -2.764 0.313
C 1.579 -1.096 -0.422
C -1.184 1.619 0.304
C 0.654 -1.936 -0.053
H 2.417 -0.719 0.293
H -1.633 2.567 0.249
H 1.603 -0.751 -1.405

=====

#two
10
Properties=species:S:1:pos:R:3 method="wB97M-V/def2-TZVPD" homo_lumo_gap_ev=8.9 mol_weight_g_mol=219.96
I 2.350 -0.733 0.818
F 0.571 1.448 1.956
F 1.510 1.870 -0.050
O -1.445 1.334 -0.392
C -0.818 0.359 -0.240
C 0.962 0.954 0.748
C -0.816 -1.099 -0.579
H -1.734 -1.295 -1.238
H 0.003 -1.198 -1.352
H -0.580 -1.641 0.328

=====

Which structure is the most stable? The one labeled #one.

=====

#one
64
Properties=species:S:1:pos:R:3 method="wB97M-V/def2-TZVPD" homo_lumo_gap_ev=9.1 mol_weight_g_mol=353.40
O 1.975 -3.135 -2.349
O -0.886 1.976 -3.719
O 3.559 2.145 0.858
O 1.205 -0.834 -3.465
O 0.285 4.571 0.100
O -2.300 2.812 -1.822
O -3.480 -0.306 3.066
O 2.774 1.604 -3.279
O 1.334 2.945 -1.552
O -1.283 -1.907 -2.985
O -1.997 -2.614 0.436
O -3.455 -2.613 -1.693
O -3.120 3.221 2.458
O 1.124 -5.054 0.144
N -0.048 -0.705 1.653
C 1.298 -0.874 -0.696
C 0.985 -1.001 4.022
C -0.424 0.650 1.629
C 1.214 -0.980 0.877
C -0.069 -1.365 2.915
C 0.364 1.742 2.345
H 2.842 2.712 0.764
H -2.046 1.981 -2.265
H -3.110 3.913 1.967
H 1.182 -1.864 4.567
H 0.367 -1.101 -1.299
H 1.604 2.768 -2.453
H 4.364 2.637 0.451
H 0.551 2.463 1.678
H -1.184 -1.240 3.348
H 0.920 5.045 -0.329
H 1.071 -4.384 0.909
H -1.117 1.754 -4.570
H -0.179 2.145 3.228
H -2.730 0.457 3.151
H 1.548 0.198 -0.993
H -0.490 1.226 -3.128
H 0.649 -0.157 4.633
H 2.209 -1.418 -1.087
H -1.516 0.715 1.750
H 0.170 -4.988 -0.210
H 1.988 0.926 -3.034
H -2.881 2.503 2.041
H 1.820 -0.550 3.509
H 2.930 -3.224 -2.431
H -4.101 -3.340 -1.455
H 1.705 -3.192 -1.363
H 0.290 -1.091 -3.307
H 0.174 -2.573 2.750
H 1.651 -2.104 1.051
H 1.624 -1.624 -3.860
H 0.932 2.142 -1.189
H -0.148 4.104 -0.633
H -3.042 -2.458 -0.764
H 2.009 -0.346 1.179
H -1.396 -2.822 -3.267
H -1.897 -1.730 -2.265
H -0.493 0.924 0.443
H -1.356 -1.850 0.353
H 3.493 1.191 -2.842
H -2.258 -2.660 1.375
H -3.795 -0.290 4.011
H 1.235 1.398 2.835
H -2.646 3.527 -2.190

=====

#two
64
Properties=species:S:1:pos:R:3 method="wB97M-V/def2-TZVPD" homo_lumo_gap_ev=8.9 mol_weight_g_mol=353.40
O 0.737 -2.877 -2.234
O -1.186 -3.685 -0.326
O -3.254 3.145 3.015
O 3.366 1.103 -1.622
O -1.288 -2.824 2.311
O 1.975 -0.440 -3.209
O 3.814 2.750 1.712
O 3.667 -3.260 2.440
O 2.475 0.458 0.772
O -0.873 -1.139 -3.438
O 1.380 2.067 -3.641
O 4.416 -1.332 0.663
O 1.051 -2.163 0.389
O 1.287 -4.102 1.946
N -2.640 1.324 -0.735
C -3.915 2.044 -0.493
C 0.051 3.230 0.848
C -2.352 0.484 0.444
C -1.537 2.295 -0.964
C -1.370 3.263 0.262
C -3.536 -0.495 0.726
H -4.467 1.983 -1.440
H -4.416 -0.457 0.091
H 3.062 3.305 1.479
H -0.512 -3.314 2.609
H 2.898 -3.185 3.022
H 2.708 0.606 -2.207
H -1.546 -0.188 0.150
H 0.009 2.947 1.898
H -1.744 2.832 -1.876
H 0.493 4.227 0.796
H 2.386 1.287 1.253
H -0.460 -1.677 -2.729
H -1.728 -0.868 -3.088
H -3.662 2.748 2.241
H 1.719 -0.029 -4.041
H 4.288 -1.928 1.410
H 0.499 -3.802 -2.162
H 2.238 2.421 -3.393
H -4.545 1.619 0.282
H -1.690 4.253 -0.078
H -2.758 2.475 3.494
H -1.338 -2.060 2.897
H 1.488 -1.579 1.029
H 4.123 2.368 0.881
H 1.138 -5.049 1.972
H 1.312 -1.134 -3.076
H -3.876 3.127 -0.326
H -2.128 3.046 1.008
H -1.573 -4.473 0.019
H 0.737 2.123 -2.934
H 0.688 2.544 0.314
H 3.686 -0.877 0.245
H 4.125 0.818 -2.142
H 1.065 -2.558 -1.382
H 0.133 -1.872 0.347
H -1.843 -3.299 -0.917
H -3.186 -1.521 0.567
H -3.698 -0.427 1.800
H -0.652 1.654 -1.001
H 1.187 -3.685 1.041
H -2.242 1.092 1.345
H 3.183 -3.933 1.924
H 2.630 0.596 -0.188

=====

Which structure is the most stable? The one labeled #two.

=====

#one
20
Properties=species:S:1:pos:R:3 method="wB97M-V/def2-TZVPD" homo_lumo_gap_ev="10.9 / 7.6" charge=+1 mol_weight_g_mol=105.16
O 1.038 -1.747 -0.412
N 0.536 0.441 -0.705
N -0.773 0.189 2.005
C -1.339 -1.388 -0.465
C 1.717 0.838 0.091
C 0.011 -0.934 -0.336
C -0.484 1.554 -0.523
H -1.445 -0.502 2.220
H 0.146 -0.045 2.587
H 2.105 1.857 -0.337
H -1.187 1.400 -1.350
H 1.282 1.005 1.014
H 1.150 0.285 -1.529
H -0.926 1.455 0.450
H -1.511 -2.008 0.378
H -1.501 -2.019 -1.252
H 2.611 0.262 -0.007
H 0.714 -2.672 -0.660
H -2.016 -0.491 -0.451
H -0.127 2.519 -0.718

=====

#two
20
Properties=species:S:1:pos:R:3 method="wB97M-V/def2-TZVPD" homo_lumo_gap_ev=9.5 charge=+1 mol_weight_g_mol=105.16
O 1.485 -0.607 -1.461
N -0.037 1.746 -0.501
N 0.904 -1.598 0.577
C 0.650 -0.623 -0.391
C -0.206 0.614 1.716
C -1.430 -0.648 -1.023
C 0.595 0.631 0.425
H 1.442 -2.335 0.108
H -0.554 2.448 0.069
H 1.592 0.981 0.564
H 2.061 -1.337 -1.620
H 0.455 0.202 2.509
H -1.388 -0.334 -2.066
H -0.797 1.163 -0.883
H -2.211 -0.373 -0.371
H 0.005 -1.777 1.073
H -1.313 -1.720 -0.945
H -1.090 -0.072 1.566
H -0.731 1.541 1.899
H 0.565 2.099 -1.243

=====

Which structure is the most stable? The one labeled #two.